8
Properties=species:S:1:pos:R:3:nbo_charge:R:1 method="wB97M-V/def2-TZVPD" e_tot_ha=-668.4154 orbital_gap_ev=10.971 e_above_lowest_kcal_mol=44.1 fmax_ev_per_a=10.1 smiles=C#C[C@@H](Cl)C#N
Cl 0.8146 -1.3807 -0.1091 0.043
N 1.8082 1.8246 -0.2009 -0.258
C -0.0933 0.0717 0.4960 -0.350
C -1.6392 0.2241 0.1091 -0.033
C 0.8156 1.0816 -0.0180 0.239
C -2.8444 0.2474 -0.2651 -0.194
H -0.0971 0.2271 1.6214 0.290
H -3.8401 0.7236 -0.2930 0.263


76
Properties=species:S:1:pos:R:3:lowdin_spin:R:1 method="wB97M-V/def2-TZVPD" spin_multiplicity=2 e_tot_ha=-3026.5061 orbital_gap_ev="6.486 / 6.653" e_above_lowest_kcal_mol=27.9 fmax_ev_per_a=0.3 total_charge=+2
Os 0.1194 0.1112 0.0143 0.636
S -1.6201 1.4207 0.7032 0.192
S -0.2277 1.9046 3.8193 0.031
S 1.8051 1.3302 1.0329 0.052
P -1.7699 1.4025 2.7959 0.017
O -3.0986 2.1950 3.0505 0.001
O -2.2002 -0.1431 2.9702 0.004
N 3.0111 0.6108 3.2673 0.015
N -1.0937 -1.0409 -1.2785 0.012
N 1.3627 -0.8036 2.5459 0.002
N 1.4357 -1.2914 -0.9324 0.006
N 0.2245 -1.0472 1.7236 -0.006
C 3.6788 -0.3898 -1.1903 0.000
C -3.4241 -1.3965 -0.6609 0.002
C -2.9854 -2.4335 0.3368 0.000
C -1.8100 1.0181 -3.1653 0.000
C -1.2325 -2.7375 -3.0585 -0.001
C 3.3182 -2.3401 0.2465 0.001
C -2.8385 0.2797 -2.3487 0.001
C -5.1427 -0.0746 -1.7179 0.001
C 2.8467 -1.3563 -0.6192 0.005
C -4.1905 0.5896 -2.4706 0.000
C -4.1344 -0.5872 4.4205 0.000
C 5.5122 -1.3431 0.0585 0.000
C -0.5339 -1.9201 -2.0300 -0.005
C -4.7605 -1.0581 -0.8165 0.001
C 0.9345 -2.0817 -1.8138 0.003
C -2.4963 -0.7256 -1.4522 0.008
C -3.1376 3.5833 3.5260 0.000
C 3.1587 0.5927 -2.2022 0.001
C 1.6959 -3.0929 -2.5967 0.000
C 5.0200 -0.4012 -0.8344 0.001
C 2.4614 -3.4660 0.7697 0.000
C 4.6700 -2.3055 0.5854 0.000
C 2.0817 0.3170 2.3779 0.016
C -2.8563 4.5426 2.3984 0.001
C -2.6338 -0.6398 4.2837 0.001
H -2.4193 3.6791 4.3383 0.000
H -1.0315 -3.7973 -2.8877 0.000
H -4.4153 -1.0456 5.3696 0.000
H 5.6863 0.3342 -1.2673 0.000
H -2.3041 -2.5658 -3.0457 0.000
H 0.2360 -2.0414 1.5004 0.000
H -2.1393 2.0374 -3.3589 0.000
H -4.5021 0.4360 4.4114 0.000
H -2.1182 -0.0640 5.0530 0.000
H -5.5080 -1.5681 -0.2221 0.000
H -0.6255 -0.8408 2.2718 0.000
H 3.8730 1.3974 -2.3621 0.000
H -4.4916 1.3681 -3.1606 0.000
H 5.0644 -3.0624 1.2533 0.000
H -0.8489 -2.5002 -4.0537 0.000
H 1.4007 -3.3455 0.5423 0.000
H 2.7641 -4.4134 0.3199 0.000
H -4.6171 -1.1422 3.6164 0.000
H -3.5417 4.3764 1.5675 0.000
H -1.8290 4.4434 2.0437 0.001
H -6.1881 0.1808 -1.8249 0.000
H -2.4166 -1.9653 1.1503 0.000
H -2.3671 -3.2099 -0.1206 0.000
H 2.5795 -3.5851 1.8479 0.000
H -2.2739 -1.6678 4.3156 0.000
H 2.9856 0.1087 -3.1669 0.000
H 1.4994 -2.9626 -3.6624 0.000
H 1.4212 -1.3548 3.3902 0.000
H 1.3602 -4.1001 -2.3359 0.000
H 6.5605 -1.3379 0.3254 0.000
H -0.8353 1.0781 -2.6704 0.000
H 3.1631 0.0732 4.1063 0.000
H -3.8473 -2.9235 0.7846 0.000
H 2.2133 1.0467 -1.8929 0.000
H -2.9912 5.5641 2.7543 0.000
H -4.1440 3.6940 3.9196 0.000
H -1.6518 0.5397 -4.1350 0.000
H 2.7645 -3.0203 -2.4185 0.000
H 3.5606 1.4472 3.1432 0.000